[1]
{
  "formula": "C16H11GaN2O4S",
  "method": "ωB97M-V/def2-TZVPD",
  "symbols": ["Ga", "O", "C", "O", "C", "C", "C", "C", "C", "N", "C", "O", "O", "H", "H", "H", "H", "S", "C", "C", "C", "C", "C", "C", "C", "C", "C", "N", "H", "H", "H", "H", "H", "H", "H"],
  "coordinates": [[-0.10159, 1.14500, 0.31292], [2.50741, -0.75661, -1.97910], [1.51985, -0.01378, -1.46645], [1.53966, 0.55084, -0.38566], [0.31177, 0.18141, -2.20349], [-0.02083, -0.28237, -3.46324], [-1.26922, 0.09404, -3.95947], [-2.09987, 0.90704, -3.18347], [-1.63930, 1.30243, -1.93486], [-0.44656, 0.94661, -1.42274], [-2.31679, 2.17691, -0.97526], [-3.47121, 2.64309, -1.21285], [-1.54642, 2.32849, 0.01542], [3.17922, -0.69955, -1.26809], [0.66142, -0.89855, -4.03253], [-1.59382, -0.22967, -4.94302], [-3.07320, 1.23968, -3.52827], [-1.06143, -2.74386, 1.78114], [-2.24003, -2.50573, 0.55854], [-2.10281, -1.27952, -0.05588], [-1.01995, -0.54217, 0.49047], [-0.36926, -1.21542, 1.49235], [0.76289, -0.66043, 2.19381], [1.48129, -1.26487, 3.21630], [2.54943, -0.56431, 3.77128], [2.85846, 0.70312, 3.28925], [2.08246, 1.22229, 2.26565], [1.04101, 0.56894, 1.70649], [-2.97245, -3.27389, 0.35163], [-2.74361, -0.92870, -0.85416], [1.23050, -2.25324, 3.58310], [3.13527, -1.00446, 4.57318], [3.68390, 1.27314, 3.70095], [2.28365, 2.20771, 1.85503], [-0.73986, 1.62639, 1.71102]],
  "forces_ev_per_a": [[-2.85, 1.89, 5.02], [-0.29, 0.85, 1.46], [0.76, -0.66, -1.08], [4.86, -0.93, -2.07], [-0.03, -0.22, -0.78], [-0.56, 0.17, 0.00], [-0.07, 0.08, 0.06], [0.62, -0.41, 0.00], [0.45, -0.39, -0.68], [-2.21, -0.51, -8.20], [-3.26, 1.93, -0.11], [2.70, -1.21, 0.48], [-2.81, 3.10, -0.27], [0.21, -0.40, -0.53], [0.01, 0.02, 0.09], [0.09, 0.02, 0.10], [0.14, 0.02, 0.18], [-0.48, -0.81, 0.13], [0.02, 0.42, -0.24], [0.32, -0.64, 0.66], [-0.20, -1.24, 0.61], [-0.38, -0.69, -0.30], [-0.54, 0.16, -0.57], [0.67, 0.51, 0.56], [-0.33, -0.45, -0.03], [-0.27, 0.16, -0.28], [-0.19, -0.10, -0.05], [3.88, -1.50, 4.79], [0.06, 0.04, 0.05], [-0.08, -0.06, 0.03], [-0.11, 0.08, -0.13], [-0.09, 0.05, -0.11], [-0.12, -0.02, -0.10], [0.01, -0.03, 0.06], [0.09, 0.77, 1.24]],
  "lumo_ev": [-1.33, -1.33],
  "multiplicity": 1,
  "e_tot_ha": -3349.61940
}

=====

[2]
{
  "formula": "C42H33ClN7O7SV",
  "method": "ωB97M-V/def2-TZVPD",
  "symbols": ["V", "Cl", "C", "C", "C", "C", "O", "C", "C", "N", "C", "C", "C", "C", "C", "C", "C", "C", "N", "C", "C", "H", "H", "H", "H", "H", "H", "H", "H", "H", "H", "C", "O", "C", "N", "C", "C", "C", "C", "C", "C", "C", "C", "C", "C", "C", "C", "N", "C", "N", "C", "C", "O", "C", "C", "C", "C", "C", "C", "H", "H", "H", "H", "H", "H", "H", "H", "H", "H", "H", "H", "H", "H", "H", "H", "H", "H", "H", "N", "C", "C", "C", "N", "H", "H", "H", "H", "O", "S", "O", "O", "O"],
  "coordinates": [[0.17548, -0.63873, 0.75511], [-5.23020, -4.68744, 3.22731], [-3.80656, -3.98043, 2.48798], [-2.69492, -4.78494, 2.23078], [-1.58087, -4.23661, 1.64182], [-1.53248, -2.87682, 1.30065], [-0.45782, -2.39736, 0.70265], [-2.65930, -2.07421, 1.57345], [-2.71484, -0.68929, 1.18143], [-1.72305, -0.04575, 0.66639], [-1.87591, 1.21713, 0.08212], [-2.94705, 2.09852, 0.22109], [-2.95897, 3.28154, -0.50066], [-1.92994, 3.60299, -1.37125], [-0.83096, 2.73862, -1.53295], [0.24690, 2.97706, -2.41330], [1.25347, 2.01934, -2.51309], [1.22019, 0.88662, -1.73896], [0.22796, 0.62393, -0.83723], [-0.79841, 1.53990, -0.76528], [-3.79346, -2.65061, 2.16442], [-2.71474, -5.83093, 2.50592], [-0.69488, -4.82952, 1.45482], [-3.67789, -0.18985, 1.26136], [-3.76030, 1.87791, 0.90042], [-3.78622, 3.96875, -0.37117], [-1.95259, 4.52882, -1.93406], [0.26683, 3.88218, -3.00758], [2.07712, 2.14848, -3.20352], [1.99596, 0.14777, -1.83988], [-4.66206, -2.03446, 2.36428], [4.86752, 0.85174, 1.46730], [4.78216, -0.38664, 0.71906], [3.46307, -0.55435, 0.47591], [2.63256, 0.25043, 0.97978], [3.42082, 1.12652, 1.88924], [2.95958, 2.55323, 1.85587], [1.57561, 2.71738, 1.33004], [0.91377, 4.09987, 1.45033], [1.76615, 5.15833, 2.06758], [3.01248, 4.92074, 2.47050], [3.62826, 3.58138, 2.36710], [3.14032, -1.75637, -0.33623], [4.12806, -2.69182, -0.61410], [3.77814, -3.81940, -1.33427], [2.47711, -3.94560, -1.78746], [1.57498, -2.93506, -1.48934], [1.88611, -1.88113, -0.74924], [0.20087, -2.96313, -2.05302], [-0.58516, -1.98656, -2.09409], [-1.84096, -2.46614, -2.66548], [-1.51766, -3.91077, -3.11000], [-0.19607, -4.15874, -2.57722], [-2.36164, -1.52919, -3.73317], [-2.06055, -0.17015, -3.65769], [-2.57589, 0.71661, -4.59066], [-3.39768, 0.25657, -5.61302], [-3.70145, -1.09457, -5.69303], [-3.18706, -1.98255, -4.75556], [5.26803, 1.62845, 0.81396], [5.53714, 0.69029, 2.30775], [3.23875, 0.75100, 2.89851], [1.53980, 2.31044, 0.31812], [0.48598, 4.46142, 0.51107], [1.33936, 6.14953, 2.18393], [3.60001, 5.71445, 2.91879], [4.62541, 3.44358, 2.77763], [5.13064, -2.53275, -0.24808], [4.51386, -4.58289, -1.55197], [2.15383, -4.79134, -2.37548], [-2.57281, -2.47883, -1.85093], [-1.47856, -4.02071, -4.19382], [-2.19380, -4.65160, -2.68974], [-1.41084, 0.18046, -2.86374], [-2.33147, 1.76865, -4.51160], [-3.80327, 0.94815, -6.34138], [-4.34127, -1.46195, -6.48610], [-3.44397, -3.03418, -4.82537], [1.08667, 1.70195, 3.54075], [0.56573, 2.62164, 4.36482], [-0.19781, 3.60683, 3.82187], [-0.17329, 3.38363, 2.34852], [0.55969, 2.04405, 2.19798], [1.39617, 0.29359, 3.94041], [0.75242, 2.48888, 5.42772], [-0.71957, 4.39801, 4.33660], [-1.15048, 3.38768, 1.85821], [1.66209, -0.73354, 4.24073], [0.89395, -1.67933, 3.28309], [0.38261, -2.80043, 4.01537], [-0.18368, -0.77414, 2.73666], [1.80476, -2.02424, 2.18353]],
  "forces_ev_per_a": [[1.55, -0.21, 0.60], [0.09, 0.04, -0.05], [-0.03, -0.13, 0.04], [-0.05, 0.01, 0.02], [0.08, -0.09, -0.01], [0.30, 0.34, -0.46], [-0.79, -0.97, -0.07], [-0.06, 0.09, 0.13], [0.01, -0.03, -0.11], [-1.02, 0.29, 0.04], [0.30, 0.31, -0.29], [-0.21, -0.18, 0.11], [-0.03, 0.07, -0.01], [0.02, -0.06, 0.03], [0.00, 0.04, 0.05], [-0.05, 0.09, -0.05], [0.03, -0.04, -0.02], [-0.07, -0.03, 0.10], [-0.10, 0.90, -0.32], [-0.13, -0.21, 0.05], [-0.07, 0.10, 0.01], [0.00, 0.00, 0.00], [-0.02, 0.00, 0.01], [-0.06, -0.06, -0.03], [0.02, 0.01, 0.01], [0.00, 0.00, 0.00], [0.00, 0.00, 0.00], [0.00, -0.01, 0.01], [-0.01, 0.00, -0.01], [0.00, -0.06, 0.07], [0.01, -0.01, 0.00], [0.01, 0.00, 0.04], [0.05, 0.16, 0.16], [-0.04, -0.29, -0.18], [0.20, -0.10, 0.02], [0.00, -0.01, -0.21], [-0.02, -0.05, 0.00], [-0.02, 0.05, 0.08], [0.01, -0.11, 0.18], [-0.07, -0.02, -0.08], [0.11, -0.13, -0.02], [0.05, 0.18, -0.02], [0.13, 0.18, 0.16], [0.03, -0.04, 0.00], [0.01, 0.03, 0.01], [0.04, -0.03, -0.07], [-0.34, -0.09, -0.24], [0.00, 0.19, 0.24], [0.30, -0.23, 0.09], [-0.04, 0.09, -0.10], [0.02, 0.00, -0.04], [0.02, 0.02, 0.03], [-0.18, 0.09, 0.04], [-0.01, 0.02, 0.00], [0.06, -0.02, 0.03], [-0.02, -0.05, -0.01], [0.01, -0.01, 0.03], [0.02, 0.00, 0.01], [-0.04, 0.03, -0.01], [-0.02, 0.00, -0.06], [0.03, -0.01, -0.01], [-0.05, -0.04, -0.02], [0.00, 0.04, 0.04], [0.03, -0.03, -0.01], [0.00, -0.02, 0.04], [0.00, -0.01, -0.02], [-0.02, 0.02, 0.00], [0.00, -0.01, 0.00], [-0.01, 0.00, 0.01], [0.00, -0.01, 0.00], [-0.03, -0.03, 0.06], [0.05, 0.01, -0.04], [0.00, -0.03, 0.00], [-0.04, -0.02, -0.08], [0.00, 0.00, 0.01], [0.01, -0.01, 0.01], [0.00, 0.00, 0.01], [0.00, 0.01, 0.00], [-0.07, -0.33, -0.43], [-0.08, -0.04, 0.28], [0.09, -0.05, -0.12], [0.01, -0.10, -0.01], [-0.03, -0.07, 0.15], [-0.17, 0.67, -0.03], [-0.01, 0.02, -0.05], [0.04, -0.05, 0.02], [-0.03, 0.00, -0.01], [-0.24, -0.15, -0.16], [0.88, 0.37, 0.77], [-0.10, 0.05, 0.00], [0.13, -0.22, -0.40], [-0.42, -0.05, 0.05]],
  "lumo_ev": [2.05, 2.04],
  "multiplicity": 4,
  "e_tot_ha": -4332.74410,
  "total_charge": -1
}

=====

[3]
{
  "formula": "C6H15N2O2S",
  "method": "ωB97M-V/def2-TZVPD",
  "symbols": ["C", "C", "C", "C", "C", "C", "N", "N", "O", "O", "S", "H", "H", "H", "H", "H", "H", "H", "H", "H", "H", "H", "H", "H", "H", "H"],
  "coordinates": [[-1.23557, -2.38460, 0.26721], [1.12857, -1.84883, -0.15338], [0.69760, 1.76122, -1.12756], [-1.95102, 1.77291, -0.93754], [-0.28602, -1.44264, -0.48637], [-0.67620, 0.93872, -1.24486], [0.76270, 1.21230, 1.96564], [-0.59025, -0.14191, -0.11742], [3.10452, 0.36903, 2.45597], [2.08394, 1.69604, 4.13922], [1.91765, 1.10204, 2.81451], [-2.31084, -2.14448, 0.21603], [-0.90832, -3.34158, 0.02451], [-0.94714, -2.24370, 1.24741], [1.22396, -2.86709, -0.08442], [1.48598, -1.50463, 0.75069], [1.74693, -1.50782, -0.99246], [0.67184, 2.44892, -2.01803], [0.48463, 2.18247, -0.19589], [1.48075, 1.01102, -0.95124], [-1.71233, 2.48123, -0.05493], [-2.74145, 1.04631, -0.62366], [-2.02719, 2.47388, -1.77093], [-0.52560, -1.63713, -1.55457], [-0.85086, 0.28130, -2.15648], [-0.02628, 0.28703, 0.58856]],
  "forces_ev_per_a": [[-0.28, 1.35, -0.83], [-0.19, 1.11, -2.82], [-2.81, -1.65, -2.33], [2.03, 0.59, 1.24], [-1.07, -1.72, -0.10], [0.36, -2.51, 1.90], [-0.57, 0.38, 0.10], [-1.69, 3.65, -2.31], [1.20, -0.84, -0.47], [-0.31, 0.17, 0.03], [-0.12, 0.45, 0.72], [0.51, -0.30, -0.49], [-0.33, -2.23, -0.58], [0.32, 0.23, 2.57], [0.23, -2.83, -0.18], [0.59, 1.40, 1.92], [0.39, 0.03, 0.43], [0.97, -0.42, 1.07], [0.42, 1.52, 1.30], [0.17, 0.68, -0.78], [-0.43, -1.35, -1.00], [0.28, 1.08, -0.81], [-1.14, -0.23, -0.23], [0.48, 0.42, 0.21], [0.44, 1.25, 0.56], [0.55, -0.23, 0.90]],
  "lumo_ev": 3.63,
  "multiplicity": 1,
  "e_tot_ha": -895.73177,
  "total_charge": -1
}